Entry 1:
This record from the OMol25 dataset describes a 2-piece molecular cluster, C3H4FNO overall at a distorted geometry. The level of theory is ωB97M-V/def2-TZVPD.

Positions of all 10 atoms, in Å:
H (-1.456, 0.227, -1.203)
C (-1.219, 0.359, -0.108)
F (1.611, 1.803, -1.828)
C (-0.653, -0.804, 0.467)
O (2.057, 0.136, -0.298)
H (-0.620, -1.754, -0.010)
H (0.236, -1.470, 1.929)
H (-1.043, 1.344, 0.329)
N (-0.283, -0.641, 1.691)
C (1.370, 0.801, -0.969)

Properties
HOMO energy (alpha / beta) = -0.3306 / -0.3579 Ha
energy = -346.42269 hartree
energy above the lowest of the compared OMol25 structures with the same formula, charge and spin = 383.52 kJ/mol
lowest unoccupied orbital energy (alpha / beta) = -1.03 / -0.80 eV
2S+1 = 1


Entry 2:
This record from the OMol25 dataset describes a 2-piece molecular cluster, C3H4FNO overall at a distorted geometry. The level of theory is ωB97M-V/def2-TZVPD.

Positions of all 10 atoms, in Å:
H (1.076, 2.896, -0.477)
F (-2.512, 1.107, -0.206)
H (-2.606, 0.256, 1.570)
N (0.586, -0.143, 0.487)
C (1.024, 0.961, 0.292)
H (1.166, 2.829, 1.213)
H (1.087, -1.049, 0.467)
C (-2.386, 0.025, 0.599)
O (-1.992, -1.003, 0.125)
C (0.929, 2.236, 0.347)

Properties
HOMO energy = -0.3262 Ha
energy = -346.49264 hartree
energy above the lowest of the compared OMol25 structures with the same formula, charge and spin = 199.87 kJ/mol
lowest unoccupied orbital energy = 0.87 eV
2S+1 = 1
structure (SMILES) = C=C=N.O=CF


Entry 3:
This record from the OMol25 dataset describes one molecule with the formula C3H4FNO2 at a distorted geometry. The level of theory is ωB97M-V/def2-TZVPD.

Positions of all 11 atoms, in Å:
N (-2.118, 0.503, -0.133)
F (-0.758, -1.230, -0.789)
H (2.513, 0.014, 0.720)
C (0.434, 0.374, 0.226)
H (0.618, 1.332, 0.666)
C (1.689, -0.429, 0.163)
H (1.386, -1.416, 0.508)
C (-0.703, 0.011, -0.318)
O (-2.260, 1.197, 0.822)
O (-2.923, 0.039, -0.932)
H (2.122, -0.395, -0.932)

Properties
HOMO energy = -0.3831 Ha
energy = -421.66292 hartree
energy above the lowest of the compared OMol25 structures with the same formula, charge and spin = 420.68 kJ/mol
lowest unoccupied orbital energy = -0.37 eV
2S+1 = 1
structure (SMILES) = C/C=C(\F)[N+](=O)[O-]


Entry 4:
This record from the OMol25 dataset describes one molecule with the formula C3H4FNOS at a distorted geometry. The level of theory is ωB97M-V/def2-TZVPD.

Positions of all 11 atoms, in Å:
H (-2.422, 0.823, 0.255)
O (-2.192, -1.179, -0.401)
N (-0.112, 1.476, 0.423)
H (2.167, 1.093, 0.081)
H (1.044, -1.274, 0.757)
F (1.672, -0.597, -1.040)
C (-1.831, -0.087, -0.004)
H (0.018, -1.717, -0.612)
S (1.413, 2.113, 0.598)
C (0.611, -0.894, -0.180)
C (-0.368, 0.244, 0.123)

Properties
HOMO energy = -0.3528 Ha
energy = -744.70778 hartree
energy above the lowest of the compared OMol25 structures with the same formula, charge and spin = 151.69 kJ/mol
lowest unoccupied orbital energy = -0.58 eV
2S+1 = 1
structure (SMILES) = O=C/C(CF)=N/S